No. 1
# C39H44AsNO3PRuS6Se

C39H44AsNO3PRuS6Se as an isolated structure (wB97M-V/def2-TZVPD, OMol25).

The HOMO-LUMO gap (spin up / spin down) comes out at 5.41 / 5.39 eV. The spin multiplicity is 2. The HOMO energy (spin up / spin down) comes out at -1.3832 / -1.3649 eV. The LUMO energy (spin up / spin down) is 4.02 / 4.02 eV. The total charge is -2. As for the expectation value of S²: 0.7609.

Last column: Mulliken spin population.
Cartesian coordinates (Å):
Ru1 0.555 -1.198 -0.674  0.20
O1 2.131 -3.407 0.433  0.01
N1 0.873 -3.146 -0.050  0.01
C1 0.159 -4.203 -0.001  -0.02
C2 -1.214 -4.362 -0.464  0.01
C3 -1.786 -5.612 -0.174  0.00
C4 -3.067 -5.934 -0.566  0.00
C5 -3.818 -5.001 -1.273  0.00
C6 -3.265 -3.769 -1.565  0.00
C7 -1.968 -3.421 -1.174  0.00
P1 -1.330 -1.749 -1.625  0.03
C8 -1.337 -1.834 -3.455  0.00
C9 -0.994 -0.681 -4.158  -0.01
C10 -0.953 -0.692 -5.543  0.00
C11 -1.234 -1.858 -6.241  0.00
C12 -1.548 -3.017 -5.548  0.00
C13 -1.601 -3.005 -4.161  0.00
C14 -2.908 -0.838 -1.298  -0.05
C15 -3.632 -0.197 -2.294  -0.01
C16 -4.886 0.345 -2.020  0.00
C17 -5.429 0.244 -0.751  0.00
C18 -4.700 -0.378 0.259  0.01
C19 -3.451 -0.909 -0.012  0.14
H1 2.590 -2.532 0.397  0.00
H2 0.635 -5.085 0.419  0.00
H3 -1.193 -6.334 0.376  0.00
H4 -3.481 -6.905 -0.322  0.00
H5 -4.826 -5.232 -1.593  0.00
H6 -3.853 -3.044 -2.114  0.00
H7 -0.724 0.226 -3.628  0.00
H8 -0.641 0.206 -6.057  0.00
H9 -1.179 -1.870 -7.323  0.00
H10 -1.740 -3.941 -6.084  0.00
H11 -1.828 -3.924 -3.635  0.00
H12 -3.224 -0.096 -3.290  0.00
H13 -5.421 0.862 -2.807  0.00
H14 -6.407 0.662 -0.541  0.00
H15 -5.105 -0.450 1.262  0.00
H16 -2.882 -1.388 0.778  -0.06
S1 4.280 1.162 -1.893  0.00
As1 2.405 0.589 -2.759  0.00
S2 0.689 1.067 -1.412  0.00
S3 1.985 -1.591 -2.561  0.03
S4 2.127 1.379 -4.701  0.00
O2 2.753 -0.859 0.442  0.01
S5 3.487 0.065 1.366  0.00
C20 2.675 1.679 1.271  0.02
C21 3.474 2.687 2.035  0.00
C22 4.663 3.171 1.487  0.00
C23 5.420 4.107 2.176  0.00
C24 5.002 4.573 3.416  0.00
C25 3.817 4.101 3.964  0.00
C26 3.060 3.162 3.277  0.00
C27 2.889 -0.332 3.043  0.00
C28 3.334 -1.698 3.467  0.00
C29 2.450 -2.770 3.398  0.00
C30 2.863 -4.041 3.770  0.01
C31 4.161 -4.256 4.209  0.00
C32 5.052 -3.192 4.272  0.00
C33 4.640 -1.922 3.901  0.00
H17 1.644 1.558 1.609  -0.02
H18 2.686 1.886 0.197  0.00
H19 4.961 2.814 0.507  0.00
H20 6.337 4.481 1.737  0.00
H21 5.593 5.308 3.950  0.00
H22 3.479 4.467 4.927  0.00
H23 2.128 2.799 3.697  0.00
H24 1.799 -0.258 2.993  0.02
H25 3.295 0.447 3.691  0.00
H26 1.441 -2.601 3.033  0.01
H27 2.168 -4.869 3.699  0.00
H28 4.484 -5.252 4.491  0.00
H29 6.071 -3.354 4.604  0.00
H30 5.336 -1.091 3.939  0.00
C34 1.232 4.543 -0.449  0.00
C35 -0.172 4.104 -0.047  0.00
C36 -1.113 4.087 -1.256  0.00
S6 -2.261 2.684 -1.346  0.01
O3 -2.756 2.690 -2.759  0.00
C37 -3.657 3.408 -0.428  0.00
C38 -3.399 3.729 1.037  0.00
C39 -3.037 2.499 1.865  0.01
H31 1.896 4.587 0.416  0.00
H32 1.213 5.537 -0.907  0.00
H33 1.656 3.842 -1.169  0.00
H34 -0.559 4.781 0.720  0.00
H35 -0.127 3.106 0.398  0.00
H36 -0.543 3.950 -2.177  0.00
H37 -1.709 4.999 -1.352  0.00
H38 -4.435 2.647 -0.523  0.00
H39 -3.958 4.283 -1.011  0.00
H40 -4.304 4.195 1.443  0.00
H41 -2.612 4.482 1.119  0.00
H42 -3.826 1.745 1.798  -0.01
H43 -2.902 2.757 2.917  0.00
H44 -2.119 2.019 1.519  0.01
Se1 -0.475 -0.622 1.465  0.64

---

No. 2
# C39H44BBrN11O3STi

C39H44BBrN11O3STi as an isolated structure (wB97M-V/def2-TZVPD, OMol25).

The HOMO-LUMO gap (spin up / spin down) comes out at 7.36 / 5.66 eV. The spin multiplicity is 2. The HOMO energy (spin up / spin down) comes out at -7.7192 / -7.7173 eV. The LUMO energy (spin up / spin down) is -0.36 / -2.06 eV. As for the expectation value of S²: 0.7888.

Last column: Mulliken spin population.
Cartesian coordinates (Å):
Ti1 0.909 -0.527 -0.081  0.04
C1 3.571 3.058 0.574  0.00
C2 3.047 2.067 -0.255  0.00
N1 1.962 1.524 0.283  0.02
N2 1.763 2.157 1.465  0.00
C3 2.729 3.067 1.664  0.00
B1 0.700 1.568 2.420  0.00
N3 -0.614 1.388 1.599  0.00
C4 -1.824 1.893 1.879  0.00
C5 -2.671 1.645 0.818  0.00
C6 -1.886 0.966 -0.107  0.00
N4 -0.651 0.813 0.364  0.00
N5 1.300 0.215 2.888  0.01
C7 1.589 -0.285 4.091  0.00
C8 2.221 -1.503 3.920  0.00
C9 2.277 -1.675 2.540  0.00
N6 1.736 -0.632 1.920  -0.01
N7 0.385 2.493 3.575  0.00
C10 0.281 3.844 3.558  0.00
C11 -0.293 4.238 4.739  0.00
C12 -0.531 3.032 5.424  0.00
N8 -0.135 1.985 4.722  0.00
H1 4.432 3.678 0.401  0.00
H2 3.407 1.729 -1.209  -0.01
H3 2.768 3.643 2.573  0.00
H4 -2.006 2.388 2.818  0.00
H5 -3.711 1.907 0.734  0.00
H6 -2.130 0.559 -1.075  0.00
H7 1.324 0.262 4.980  0.00
H8 2.591 -2.161 4.685  0.00
H9 2.670 -2.492 1.959  0.00
H10 0.571 4.418 2.694  0.00
H11 -0.517 5.242 5.053  0.00
H12 -0.975 2.885 6.396  0.00
O1 -0.869 -1.473 2.845  0.00
C13 -1.917 -2.133 2.138  0.00
C14 -1.462 -2.110 0.668  0.00
O2 -2.215 -2.258 -0.254  0.00
O3 -0.145 -1.968 0.539  0.00
C15 -1.966 -3.604 2.572  0.00
C16 -0.753 -4.268 2.748  0.00
C17 -0.730 -5.596 3.139  0.00
C18 -1.920 -6.281 3.357  0.00
C19 -3.127 -5.625 3.181  0.00
C20 -3.151 -4.291 2.790  0.00
C21 -3.255 -1.410 2.347  0.00
C22 -3.444 -0.705 3.535  0.00
C23 -4.622 -0.022 3.798  0.00
C24 -5.655 -0.037 2.874  0.00
C25 -5.492 -0.752 1.698  0.00
C26 -4.309 -1.432 1.436  0.00
H13 -1.049 -1.508 3.791  0.00
H14 0.169 -3.725 2.583  0.00
H15 0.219 -6.099 3.274  0.00
H16 -1.903 -7.319 3.661  0.00
H17 -4.059 -6.149 3.350  0.00
H18 -4.102 -3.791 2.656  0.00
H19 -2.668 -0.647 4.287  0.00
H20 -4.726 0.526 4.726  0.00
H21 -6.576 0.497 3.070  0.00
H22 -6.289 -0.784 0.967  0.00
H23 -4.200 -1.978 0.512  0.00
C27 3.878 -3.349 -0.039  0.00
C28 4.315 -2.470 -1.171  0.16
C29 5.500 -2.732 -1.823  -0.09
C30 5.917 -1.940 -2.889  0.18
C31 5.121 -0.895 -3.346  -0.09
C32 3.916 -0.592 -2.742  0.15
C33 3.036 0.449 -3.365  -0.01
C34 3.522 -1.350 -1.584  0.11
N9 2.442 -1.058 -0.874  0.41
H24 4.195 -4.375 -0.229  0.00
H25 2.796 -3.333 0.089  0.00
H26 4.340 -3.034 0.900  0.01
H27 6.107 -3.570 -1.504  0.00
H28 6.857 -2.153 -3.381  0.01
H29 5.435 -0.317 -4.206  0.00
H30 3.626 1.293 -3.727  0.01
H31 2.243 0.814 -2.722  -0.01
H32 2.533 0.006 -4.229  0.03
Br1 -0.011 -1.082 -2.414  0.08
C35 -2.397 4.509 -5.432  0.00
C36 -1.091 4.054 -6.066  0.00
N10 -0.042 3.799 -5.073  0.00
C37 -0.171 2.782 -4.154  0.00
S1 0.039 3.053 -2.519  0.00
N11 -0.489 1.570 -4.649  0.00
C38 -0.116 1.051 -5.962  0.00
C39 -1.285 0.353 -6.634  0.00
H33 -3.176 4.608 -6.189  0.00
H34 -2.278 5.472 -4.935  0.00
H35 -2.735 3.788 -4.687  0.00
H36 -0.702 4.815 -6.744  0.00
H37 -1.261 3.163 -6.664  0.00
H38 0.232 4.641 -4.583  0.00
H39 -0.601 0.849 -3.944  0.00
H40 0.714 0.350 -5.832  0.00
H41 0.267 1.869 -6.568  0.00
H42 -1.701 -0.413 -5.979  0.00
H43 -0.964 -0.132 -7.557  0.00
H44 -2.083 1.058 -6.872  0.00